Computed, not measured: a molecular structure, C33H21Cl2LuN7O2S at a distorted geometry, with ωB97M-V/def2-TZVPD.

```
! RIJCOSX wB97M-V def2-TZVPD def2/J DEFGRID3
* xyz -1 1
Lu -0.19 0.20 0.38
Cl -2.62 -4.48 5.25
C -1.90 -3.08 4.50
C -2.03 -2.92 3.13
C -1.47 -1.82 2.49
N -1.50 -1.58 1.10
C -2.15 -2.39 0.26
O -2.85 -3.38 0.49
C -1.95 -2.01 -1.19
C -2.32 -2.93 -2.17
C -2.15 -2.61 -3.50
C -1.63 -1.36 -3.82
C -1.29 -0.50 -2.79
N -1.43 -0.81 -1.50
C -0.80 -0.85 3.27
C -0.67 -1.03 4.64
C -1.21 -2.15 5.26
Cl -1.01 -2.34 6.97
N -0.26 0.26 2.59
C -0.17 1.45 3.18
O -0.48 1.81 4.31
C 0.42 2.51 2.22
C 1.86 2.35 1.96
C 2.41 2.45 0.75
C 1.71 2.86 -0.51
C -0.82 2.32 -0.85
N -1.36 2.01 0.39
H -2.56 -3.66 2.56
H -2.74 -3.87 -1.84
H -2.41 -3.31 -4.28
H -1.47 -1.06 -4.85
H -0.87 0.47 -3.00
H -0.15 -0.30 5.23
H 2.46 2.08 2.82
H 3.48 2.27 0.64
H 2.21 3.76 -0.87
H -1.45 2.52 -1.72
C -0.21 5.16 1.95
C 0.02 5.59 0.65
C 0.10 4.77 -0.45
C 0.20 3.29 -0.27
N -0.39 2.84 1.04
C -0.48 3.77 2.22
C 1.84 1.82 -1.59
C 2.31 2.17 -2.83
C 2.34 1.17 -3.84
C 2.02 -0.11 -3.52
C 1.65 -0.45 -2.18
N 1.42 0.57 -1.27
C 1.50 -1.80 -1.77
C 1.46 -2.88 -2.70
C 1.06 -4.13 -2.34
C 0.67 -4.37 -1.00
C 0.86 -3.38 -0.09
N 1.33 -2.15 -0.42
H -0.45 5.85 2.75
H 0.09 6.66 0.48
H 0.30 5.14 -1.44
H -1.31 3.56 2.87
H 2.61 3.18 -3.04
H 2.63 1.43 -4.85
H 2.07 -0.87 -4.28
H 1.74 -2.69 -3.72
H 1.02 -4.93 -3.07
H 0.27 -5.32 -0.68
H 0.67 -3.51 0.97
S 2.04 -1.23 0.87
*
```

Summary:
Kohn-Sham gap (alpha / beta) (eV): 4.683 / 5.239
Energy above the lowest of the compared OMol25 structures with the same formula, charge and spin (kcal/mol): 193.3
E_HOMO (alpha / beta) (eV): -3.21 / -3.20
Energy (eV): -118588.3063